Density functional theory data (wB97M-V/def2-TZVPD) for 14 unconnected molecules or ions with the total composition C2H34N2O13 at a distorted geometry.

Computed properties:
* 2S+1: 2
* E_tot: -32214.2726 eV
* strongest force on any atom: 3.0 eV/A
* total charge: +1
* orbital gap (alpha / beta): 9.4 / 4.5 eV
* energy above the lowest of the compared OMol25 structures with the same formula, charge and spin: 18.4 kJ/mol
* <S²>: 0.76
* LUMO level (alpha / beta): -0.134 / -0.314 hartree

CARTESIAN COORDINATES (ANGSTROEM)
1 C -0.56 -2.41 -1.07
2 C -0.03 -2.83 0.31
3 N 0.64 -1.78 0.96
4 N -1.05 -1.04 -1.05
5 H 0.13 -2.49 -1.92
6 H -1.42 -3.07 -1.26
7 H -0.68 -3.31 1.07
8 H 0.65 -3.69 -0.09
9 H 0.98 -2.05 1.88
10 H 1.30 -1.31 0.34
11 H -0.39 -0.27 -1.12
12 H -1.61 -0.82 -0.25
13 H 2.43 0.71 2.90
14 H 1.44 -0.42 3.31
15 O 2.33 -0.23 2.96
16 H -0.85 -0.79 2.79
17 H -1.00 0.78 3.23
18 O -0.57 0.12 2.65
19 H -2.24 0.07 -3.88
20 H -2.31 -0.48 -2.24
21 O -2.68 -0.05 -3.03
22 H -3.26 -0.12 3.54
23 H -3.51 1.33 3.16
24 O -3.01 0.78 3.78
25 H -4.38 -1.63 1.37
26 H -3.33 -0.75 0.93
27 O -3.99 -0.77 1.62
28 H 1.75 -3.01 -2.28
29 H 2.36 -3.11 -3.68
30 O 1.65 -3.47 -3.13
31 H -0.08 1.08 1.35
32 H -0.46 2.23 0.54
33 O 0.29 1.61 0.60
34 H -2.88 2.15 -1.83
35 H -3.83 1.33 -2.59
36 O -3.82 2.11 -1.99
37 H 4.47 2.73 -0.15
38 H 4.85 1.59 -1.00
39 O 4.86 1.84 -0.07
40 H -1.77 4.08 -1.36
41 H -2.72 3.90 -0.21
42 O -1.85 3.62 -0.52
43 H 3.70 -0.60 0.60
44 H 4.49 -1.29 -0.48
45 O 3.74 -1.43 0.09
46 H 2.28 4.19 -0.20
47 H 1.85 2.72 0.12
48 O 2.51 3.26 -0.33
49 H 1.15 0.72 -1.41
50 H 2.45 -0.23 -1.23
51 O 2.02 0.49 -1.72